[1]
Density functional theory data (ωB97M-V/def2-TZVPD) for 11 unconnected molecules or ions with the total composition C6H35N2O10.

Structure (XYZ):
```
53
Properties=species:S:1:pos:R:3:forces:R:3:lowdin_spin:R:1
C 0.346656 -1.486161 2.244350 2.21 2.17 0.74 0.00
C 1.024219 -0.057688 2.623043 -1.04 -1.56 0.48 0.04
C 0.441637 1.231840 2.008602 0.70 -0.56 -0.98 0.05
N -1.357628 1.624915 -0.496312 1.36 -4.01 3.77 0.22
C 0.025575 1.306066 -0.545623 -3.20 1.78 -2.64 0.21
C 0.859315 1.274190 0.558795 -1.01 0.20 2.43 0.36
C 0.442668 1.512539 -1.955084 3.82 -0.36 -0.85 0.02
N 0.758322 -2.017619 0.928547 1.68 -0.43 -0.10 0.01
H -0.695272 -1.275766 2.364021 -0.82 -1.01 -0.20 0.00
H 0.843379 -2.143044 2.981335 -1.07 0.05 -0.19 0.00
H 0.706410 0.042965 3.681914 0.86 -0.19 -0.35 0.00
H 2.084134 -0.172940 2.485935 0.54 0.28 0.32 0.00
H 0.817430 2.130786 2.540506 0.12 -0.46 -0.33 0.02
H -0.596410 1.199488 2.280058 -0.61 0.48 -0.75 0.00
H -1.968575 1.064493 -1.074655 0.04 0.60 -1.79 0.01
H -1.777162 1.172897 0.367387 0.15 1.58 0.33 0.00
H 1.930562 1.288037 0.477516 0.31 -0.11 -0.61 0.01
H -0.206493 2.147158 -2.538147 -0.08 0.65 0.32 0.00
H 1.561015 1.844953 -2.001591 -2.06 -0.13 0.00 0.00
H 0.515114 0.634217 -2.605973 -0.06 -0.56 0.56 0.01
H 1.813982 -2.252287 0.932256 -2.03 1.17 -0.23 0.00
H 0.553247 -1.447103 0.111005 0.43 0.47 0.08 0.01
H 0.311033 -2.876729 0.614684 -1.25 -1.16 0.69 0.00
H -1.076843 -0.514708 -2.809084 -0.14 -0.27 -0.31 0.00
H -1.496262 -1.428762 -3.972593 -0.15 -0.02 -0.31 0.00
O -1.324960 -1.423120 -3.027554 0.23 0.66 0.33 0.00
H 3.974479 1.652945 -1.181585 -0.20 -0.04 0.12 0.00
H 5.152735 0.801939 -1.495317 -1.04 -0.66 0.46 0.00
O 4.218106 0.717623 -1.165827 1.22 0.94 -0.65 0.00
H 2.107052 -2.006819 -1.623081 0.06 0.37 -1.32 0.00
H 1.005823 -2.067041 -2.947196 1.03 0.49 0.02 0.00
O 1.314281 -2.326843 -2.075584 -1.08 -0.72 1.56 0.00
H -1.378662 -3.790373 -0.551510 -0.33 -0.81 -0.01 0.00
H -1.637844 -4.358670 0.892770 -0.21 -0.21 0.00 0.00
O -0.998321 -3.913083 0.337914 0.41 0.54 0.16 0.00
H -2.474694 -3.533414 -2.462736 -0.35 0.23 -0.22 0.00
H -0.963528 -3.245711 -2.169772 -1.74 -1.82 -0.94 0.00
O -1.655229 -3.995947 -2.296421 2.13 1.54 0.91 0.00
H -0.788524 4.182080 1.673594 -0.04 0.56 -0.69 0.00
H 0.468112 4.441361 2.542459 -1.05 -0.03 -0.12 0.00
O -0.431034 4.046631 2.544739 1.12 -0.31 0.96 0.01
H -2.240965 0.507679 2.572443 -0.66 0.20 1.21 0.00
H -3.813376 0.434115 2.229828 -0.26 0.14 0.61 0.00
O -2.915956 0.334374 1.927620 1.38 -0.32 -1.32 0.00
H -4.425226 1.343994 -0.274939 -0.28 0.03 -0.15 0.00
H -3.994672 0.129915 -1.112692 -0.45 -0.19 -0.52 0.00
O -4.234281 0.401418 -0.229375 0.31 0.22 -0.03 0.00
H -0.652780 4.749350 -1.003025 -0.05 0.35 -0.07 0.00
H -0.299131 3.369338 -0.394244 0.00 3.21 0.46 0.00
O -0.221411 4.378346 -0.226910 -0.06 -2.88 -0.51 0.01
H 3.374099 -0.488403 -0.212354 0.38 0.01 -0.03 0.00
H 3.883128 -1.856428 0.254275 -0.16 0.30 0.08 0.00
O 3.092724 -1.286994 0.273591 0.98 -0.35 -0.39 0.00
```
Positions in Å, forces in eV/Å.

Properties
Net charge: +2
E_HOMO (alpha / beta) in Eh: -0.6063 / -0.6061
Expectation value of S²: 0.76
2S+1: 2
Total energy in Ha: -1110.8205
Energy above the lowest of the compared OMol25 structures with the same formula, charge and spin in eV: 0.000

[2]
Density functional theory data (ωB97M-V/def2-TZVPD) for a molecular structure, C28H54F6O15S7Ti.

Structure (XYZ):
```
111
Properties=species:S:1:pos:R:3:forces:R:3:lowdin_spin:R:1
Ti 11.771400 -0.549486 19.709090 0.28 -1.32 4.10 1.69
C 9.549189 0.270201 16.357325 6.69 -0.45 -1.15 0.03
C 10.040550 0.556640 14.924703 0.06 -0.75 4.80 0.07
C 11.630764 0.673787 14.729050 0.52 -1.54 2.41 0.07
O 11.998768 1.068310 13.648356 0.61 0.59 -1.50 0.15
C 12.633582 0.221651 15.821996 -3.98 -0.37 1.17 0.10
C 12.044125 -0.127017 17.140319 2.18 0.94 -3.60 0.16
C 10.647380 -0.046598 17.330192 -3.41 -0.67 -0.19 0.20
O 10.237115 -0.403995 18.616421 -0.42 0.86 -2.27 0.10
O 12.851742 -0.491769 18.179141 0.22 0.36 -2.24 0.08
O 9.262977 0.700464 14.011643 -0.64 0.50 -1.78 0.12
H 8.591937 0.349920 16.774392 -1.34 -0.11 0.10 0.00
H 13.649219 -0.103845 15.568310 -0.34 0.54 0.03 0.01
C 11.776873 -2.555935 24.347236 -1.01 -0.04 -0.33 0.00
S 12.223739 -1.286079 25.532436 0.69 -0.64 0.28 0.00
O 12.818656 -1.945069 26.741859 -0.49 0.06 -0.09 0.00
C 13.700586 -0.724209 24.680724 -0.57 0.23 -0.05 0.00
H 12.611857 -3.107016 23.958312 0.79 0.01 -0.07 0.00
H 11.288799 -2.034303 23.484958 0.06 -0.65 0.63 0.00
H 11.147688 -3.319681 24.855036 -0.03 0.86 -0.32 0.00
H 14.131424 -0.033333 25.386198 0.29 0.42 0.03 0.00
H 13.491793 -0.275373 23.713541 -0.01 0.05 -0.13 0.00
H 14.331863 -1.589450 24.595113 0.32 -0.37 -0.14 0.00
C 12.239504 4.372777 17.404234 -1.14 0.92 0.01 0.00
S 11.964340 3.110721 18.635417 -1.58 0.54 1.79 0.01
O 11.753483 3.965480 19.909059 0.79 -0.77 -0.76 0.00
C 10.261010 2.668881 18.272414 0.29 -0.30 0.53 0.01
H 12.059565 4.067351 16.366328 0.34 -0.28 0.28 0.00
H 13.256862 4.747505 17.589534 -0.48 0.07 -0.24 0.00
H 11.444250 5.129880 17.671060 1.06 -0.47 -0.27 0.00
H 9.905227 1.971409 19.063050 0.44 0.65 -0.26 0.00
H 10.197035 2.058942 17.375873 -0.10 0.59 -0.37 0.00
H 9.700250 3.598563 18.295555 -0.14 -0.02 -0.26 0.00
C 6.337477 2.400114 16.185367 -0.67 0.48 -1.12 0.00
S 6.845394 4.128053 15.905689 2.63 -1.08 2.52 0.00
O 7.504942 4.482191 17.277435 -1.24 0.21 -2.05 0.00
C 8.304164 3.692950 14.865168 -2.07 0.85 -1.14 0.00
H 5.542520 2.475261 16.968679 0.81 -0.45 -0.61 0.00
H 7.215754 1.741393 16.384461 -0.77 0.75 0.12 0.00
H 5.909683 2.151489 15.177765 0.08 -0.30 0.99 0.00
H 8.595837 4.596919 14.345117 0.28 0.23 0.09 0.00
H 7.987303 2.978284 14.104491 0.14 -0.18 0.13 0.00
H 9.064327 3.300943 15.476335 0.83 -0.54 0.90 0.00
C 9.213265 -4.287154 20.928765 -0.99 1.87 1.10 0.00
S 8.759630 -2.521092 21.293078 2.10 0.13 -0.40 0.01
O 10.138659 -1.817403 21.482265 -1.65 -0.68 -0.22 0.03
C 8.209775 -1.952173 19.661423 0.85 0.45 1.43 0.00
H 9.961081 -4.264219 20.169534 0.47 -0.23 -0.61 0.00
H 8.273196 -4.764786 20.698699 -0.07 -0.44 -0.34 0.00
H 9.576098 -4.603697 21.896131 0.28 -0.41 0.03 0.00
H 7.168805 -2.214824 19.531470 -0.11 -0.11 -0.33 0.00
H 8.960957 -2.288700 18.945553 -0.51 0.09 -0.15 0.00
H 8.381284 -0.867863 19.821736 -0.44 -0.53 -0.59 0.00
C 15.422911 -0.772708 19.806151 0.86 -0.42 0.07 0.00
S 14.848518 -2.047274 20.866475 -2.72 0.18 1.43 0.01
O 13.312381 -1.771908 21.036279 1.88 -0.03 -0.38 0.04
C 15.003354 -3.481660 19.860243 0.09 -1.06 0.13 0.00
H 15.371674 0.131025 20.369088 -0.23 0.63 0.45 0.00
H 14.783390 -0.739296 18.961110 -0.63 0.15 -1.03 0.00
H 16.469454 -0.906771 19.545168 0.11 -0.29 -0.07 0.00
H 14.585895 -3.386663 18.890338 -0.28 0.63 -1.11 0.00
H 14.469170 -4.377031 20.237899 0.44 0.75 0.51 0.00
H 16.076604 -3.652940 19.825076 0.11 -0.30 -0.18 0.00
C 10.366632 -3.410753 16.484419 -0.45 -1.87 1.67 0.00
S 12.094374 -3.416811 16.911175 -0.22 -0.80 -1.38 0.02
O 12.306705 -4.743731 17.562561 0.34 -0.31 0.96 0.00
C 12.543160 -3.838189 15.189748 0.97 1.92 0.35 0.00
H 9.835178 -3.376419 17.444198 -0.06 0.62 -0.39 0.00
H 10.041217 -4.368546 16.044998 0.63 0.16 -0.02 0.00
H 10.193159 -2.638235 15.813635 -0.71 1.80 -0.85 0.00
H 13.639069 -3.806641 15.179062 -0.17 -0.27 -0.14 0.00
H 12.197632 -3.031038 14.498460 -0.04 -0.97 0.35 0.00
H 12.174496 -4.846545 15.108203 -0.24 -0.20 -0.53 0.00
C 11.831583 2.786163 23.108268 -0.09 0.65 -1.09 0.00
S 10.787925 1.868440 21.929056 0.02 0.65 0.18 0.01
O 11.732232 0.936933 21.223248 0.50 0.13 0.26 0.04
C 10.031341 0.874668 23.180145 -1.51 1.27 -0.95 0.00
H 11.234263 3.290695 23.874917 -0.01 -0.37 -0.14 0.00
H 12.415513 3.547176 22.562014 -0.28 -0.48 0.05 0.00
H 12.457952 2.000712 23.481757 0.52 -0.17 0.57 0.00
H 10.722584 0.427164 23.818170 1.22 -0.13 1.55 0.00
H 9.588117 0.046935 22.684334 -0.76 -0.56 -0.68 0.00
H 9.265226 1.562525 23.581266 0.34 -0.64 0.46 0.00
C 16.057899 1.730079 17.374211 -1.49 0.76 0.61 0.00
C 15.025617 2.356328 18.341770 0.08 -0.05 0.58 0.00
O 15.531109 2.350003 19.708115 1.12 0.24 0.22 0.00
C 15.928863 3.465342 20.285468 -0.89 -0.05 -0.51 0.00
O 15.705076 4.592680 19.972136 0.19 0.58 -0.36 0.00
C 16.678107 3.122456 21.545364 0.80 -1.51 2.11 0.00
F 15.957581 3.379599 22.679456 0.58 0.54 -1.05 0.00
F 16.900060 1.798589 21.590886 0.18 -0.27 0.11 0.00
F 17.904227 3.677647 21.642240 -0.97 0.45 -0.12 0.00
H 15.486511 1.586979 16.452799 0.38 -0.27 -0.06 0.00
H 16.595557 0.848291 17.701816 -0.43 -0.29 0.16 0.00
H 16.768285 2.511864 17.249027 0.91 0.51 -0.53 0.00
H 14.097855 1.798435 18.552273 0.35 0.28 -1.28 0.00
H 14.908203 3.438639 18.083974 -0.44 -1.10 -0.01 0.00
C 8.509211 6.644786 19.393345 0.76 -0.17 -0.93 0.00
C 8.016612 5.384640 20.018185 1.17 -1.35 -1.58 0.00
O 6.642887 5.470770 20.394817 -0.70 1.03 -0.62 0.00
C 6.155933 4.375731 20.866790 -0.15 -2.51 1.39 0.00
O 6.773193 3.444257 21.354272 -0.99 1.12 -0.51 0.00
C 4.623464 4.234246 20.527094 1.17 -3.12 -0.88 0.00
F 4.678059 3.616139 19.312750 0.14 0.54 -0.68 0.00
F 3.891949 3.310514 21.215522 0.67 1.45 0.84 0.00
F 4.003746 5.347727 20.395612 -1.15 1.50 0.30 0.00
H 8.120370 7.429403 19.986878 -0.37 1.35 0.31 0.00
H 8.183325 6.708905 18.315282 0.33 0.04 1.24 0.00
H 9.628091 6.700008 19.472221 -1.00 -0.22 -0.22 0.00
H 8.574917 5.011487 20.830226 0.74 0.16 1.33 0.00
H 8.126470 4.582414 19.275336 -0.50 0.16 0.22 0.00
```
Positions in Å, forces in eV/Å.

Properties
Net charge: -1
E_HOMO (alpha / beta) in Eh: -0.0919 / -0.1469
Expectation value of S²: 3.77
2S+1: 4
Total energy in Ha: -6463.6779

[3]
Density functional theory data (ωB97M-V/def2-TZVPD) for a molecular structure, C5H5N.

Structure (XYZ):
```
11
Properties=species:S:1:pos:R:3:forces:R:3:nbo_charge:R:1
C -0.408444 -0.503691 1.070926 -0.61 -0.12 0.86 -0.02
C -0.780464 -0.111793 -0.217166 1.64 -1.04 -0.01 0.19
C 0.817722 0.305865 0.963948 7.07 0.55 0.97 0.09
C 2.272684 0.522169 1.361075 -6.28 0.33 -3.23 -0.48
C -1.756479 -0.515828 -1.257508 4.15 -0.98 -0.61 -0.67
N -0.009548 0.978189 0.047533 -0.85 0.90 -0.45 -0.30
H 2.834657 1.297546 0.733379 -0.95 -1.30 1.29 0.23
H 2.734086 -0.141208 2.064204 0.07 -0.12 0.10 0.22
H -2.128761 -1.463744 -1.029152 -1.59 -0.91 0.68 0.25
H -1.304170 -0.683433 -2.263995 0.59 0.10 0.78 0.25
H -2.271283 0.315928 -1.473244 -3.25 2.59 -0.39 0.25
```
Positions in Å, forces in eV/Å.

Properties
Net charge: 0
E_HOMO (alpha / beta) in Eh: -0.3137 / -0.3137
Total energy in Ha: -248.0299
Energy above the lowest of the compared OMol25 structures with the same formula, charge and spin in eV: 6.670

[4]
Density functional theory data (ωB97M-V/def2-TZVPD) for a molecular structure, C35H42Cl2N2O3PV.

Structure (XYZ):
```
86
Properties=species:S:1:pos:R:3:forces:R:3:lowdin_spin:R:1
O 4.711124 3.187656 1.163663 0.92 0.02 0.10 0.00
C 5.891503 2.992092 1.373339 -1.02 0.02 0.24 0.00
C 6.966535 3.146481 0.383093 0.38 0.05 -0.39 0.00
C 6.684461 3.544138 -0.925287 -0.02 -0.04 0.18 0.00
H 5.656326 3.738090 -1.198002 -0.04 -0.02 0.00 0.00
C 7.710330 3.682239 -1.840420 0.08 0.00 -0.01 0.00
H 7.493814 3.990218 -2.854521 0.00 0.00 -0.02 0.00
C 9.024258 3.425261 -1.459048 -0.04 -0.01 0.05 0.00
H 9.825176 3.534556 -2.178493 0.01 0.00 -0.01 0.00
C 9.311948 3.029762 -0.159880 0.03 0.03 -0.09 0.00
H 10.333956 2.831148 0.133090 0.01 -0.01 0.00 0.00
C 8.284447 2.890631 0.758711 -0.22 0.03 -0.01 0.00
H 8.498733 2.582201 1.775084 -0.01 -0.01 0.02 0.00
H 6.239220 2.670370 2.378284 -0.07 0.01 -0.07 0.00
C 2.623183 -2.273049 0.104630 0.18 -0.46 0.05 0.00
C 1.164350 -2.070192 0.343879 -0.37 0.07 0.03 -0.04
H 2.912048 -3.326106 0.067478 0.07 -0.05 -0.04 0.00
H 3.198514 -1.789984 0.893422 0.04 0.01 0.05 0.00
H 2.932556 -1.800455 -0.824930 0.01 0.06 -0.12 0.00
C 0.302093 -3.033187 0.686095 0.44 -0.11 -0.01 0.05
C 0.578898 -4.490164 0.909966 -0.13 -0.22 0.06 0.01
H -0.733981 -2.755386 0.865014 0.21 -0.19 -0.04 0.00
H 1.599426 -4.770873 0.664149 0.06 0.02 -0.03 0.00
H -0.091345 -5.117186 0.314911 -0.02 0.00 -0.05 0.00
H 0.408043 -4.765323 1.954675 0.00 -0.03 0.06 0.00
V 0.459676 -0.173691 0.167435 0.33 0.48 -0.20 1.95
Cl 1.022878 0.051494 -2.087861 -0.35 -0.11 -0.02 0.00
Cl 2.350218 0.835549 1.020607 -0.16 0.05 0.06 0.00
H 1.509181 4.596347 -1.236080 0.00 0.04 0.00 0.00
H -0.043186 4.550210 -3.259825 0.01 0.06 0.02 0.00
C 1.317216 3.532162 -1.103088 0.01 0.01 0.00 0.00
C -0.165350 3.483911 -3.072829 -0.05 -0.03 -0.01 0.00
N 0.024231 3.195500 -1.668474 -0.15 -0.24 0.34 0.00
H 1.327828 3.270935 -0.053295 0.03 0.01 0.12 0.00
C -0.808547 2.375067 -1.023647 0.18 0.48 -0.59 0.00
O -0.649201 1.939070 0.122753 0.07 -0.28 0.04 0.02
H -1.164020 3.187006 -3.381177 -0.09 -0.04 0.00 0.00
H -1.701497 2.117513 -1.610413 0.22 0.16 0.03 0.00
H 2.096071 2.952211 -1.595143 0.08 -0.06 -0.05 0.00
H 0.560348 2.931885 -3.670381 0.06 -0.04 -0.02 0.00
H -2.424434 -0.163807 4.907312 -0.05 0.02 -0.03 0.00
H -1.411933 2.228790 5.333438 -0.05 -0.02 -0.01 0.00
C -1.411379 -0.452609 4.625974 0.01 -0.03 0.02 0.00
C -0.462906 1.802901 5.005500 0.02 0.06 0.05 0.00
N -0.685125 0.689495 4.108856 0.14 -0.03 -0.41 0.00
H -1.453006 -1.216431 3.859439 0.00 0.06 0.05 0.00
C -0.213708 0.708937 2.859739 -0.26 -0.07 0.36 0.00
O -0.382127 -0.221205 2.054265 -0.14 0.07 0.16 0.00
H 0.108966 2.574114 4.499482 0.05 0.05 -0.06 0.00
H 0.348411 1.599386 2.583706 0.04 0.07 -0.04 0.00
H -0.906184 -0.850741 5.505728 0.06 0.02 0.05 0.00
H 0.092688 1.479637 5.886143 0.02 -0.04 0.02 0.00
C -2.457082 -4.782178 -3.524033 0.01 0.21 0.21 0.00
C -1.679718 -3.672869 -3.848024 -0.24 0.02 0.38 0.00
C -1.559448 -2.615283 -2.945700 -0.25 -0.38 0.07 0.00
C -2.229667 -2.629339 -1.707666 0.57 -0.91 -0.42 0.00
C -2.993194 -3.779807 -1.386057 0.44 0.18 -0.59 0.00
C -3.107741 -4.837104 -2.292825 0.36 0.49 -0.21 0.00
P -1.907451 -1.219799 -0.572168 -0.93 -0.82 0.49 0.00
C -2.906284 0.073745 -1.382816 -1.44 0.48 0.06 0.00
C -3.510144 1.022631 -0.519159 -0.06 0.00 -0.73 0.00
C -4.381726 1.993967 -1.014448 0.33 -0.38 -0.08 0.00
C -4.683707 2.031594 -2.374011 0.22 -0.27 -0.08 0.00
C -4.117044 1.094225 -3.239268 0.14 0.14 0.59 0.00
C -3.239389 0.117046 -2.753368 -0.28 0.68 0.70 0.00
C -3.112925 -1.808455 0.768956 -1.02 0.30 0.68 0.00
C -4.500438 -1.697492 0.470881 0.36 -0.25 0.65 0.00
C -5.493482 -2.087617 1.374629 0.50 0.05 -0.20 0.00
C -5.147486 -2.614590 2.609200 0.08 -0.04 0.11 0.00
C -3.807778 -2.757709 2.939696 -0.22 0.21 -0.58 0.00
C -2.809347 -2.365634 2.042296 -0.91 0.29 -0.57 0.00
H -2.542936 -5.606186 -4.219786 0.00 -0.02 -0.02 0.00
H -1.158691 -3.635794 -4.796231 0.02 0.03 0.03 0.00
H -0.928591 -1.778883 -3.214723 0.13 0.08 0.12 0.00
H -3.497808 -3.909422 -0.444792 0.02 0.26 0.21 0.00
H -3.693799 -5.709227 -2.032899 -0.01 0.04 0.05 0.00
H -3.305862 1.005893 0.544610 0.10 -0.08 -0.05 0.00
H -4.829139 2.714721 -0.340682 0.03 -0.04 0.01 0.00
H -5.367085 2.779502 -2.755802 0.00 -0.01 -0.01 0.00
H -4.370830 1.115765 -4.291241 0.05 -0.04 -0.01 0.00
H -2.861527 -0.586952 -3.466159 0.25 -0.35 -0.02 0.00
H -4.839663 -1.310284 -0.477094 0.17 0.08 -0.16 0.00
H -6.537952 -1.982341 1.111176 0.02 0.02 -0.09 0.00
H -5.913779 -2.920041 3.311167 -0.02 0.02 -0.03 0.00
H -3.535408 -3.177704 3.900741 0.09 0.01 -0.06 0.00
H -1.833604 -2.540953 2.418532 0.96 0.12 -0.33 0.00
```
Positions in Å, forces in eV/Å.

Properties
Net charge: 0
E_HOMO (alpha / beta) in Eh: -0.2624 / -0.2814
Expectation value of S²: 2.02
2S+1: 3
Total energy in Ha: -3899.9308